# 1
Formula: C15H31BaF6N2O17P2
Source: the Open Molecules 2025 dataset
Level of theory: ωB97M-V with the def2-TZVPD basis set

Charge: +1
LUMO in eV: -5.0
HOMO in eV: -12.31
DFT total energy in eV: -89414.609
Molecular weight in g/mol: 824.67
Gap between HOMO and LUMO in eV: 7.3

Geometry (Å):
1 Ba 25.653 -26.146 28.604
2 P 25.436 -34.102 27.750
3 P 28.451 -29.188 27.441
4 F 24.949 -33.183 36.112
5 F 25.898 -35.137 35.778
6 F 24.134 -35.053 36.873
7 F 26.247 -25.666 35.854
8 F 27.485 -26.390 37.521
9 F 28.418 -25.349 35.860
10 O 28.849 -27.858 35.045
11 O 24.723 -35.457 28.108
12 O 29.956 -28.954 28.130
13 O 26.879 -34.386 28.365
14 O 26.215 -29.759 31.262
15 O 27.355 -28.191 27.751
16 O 26.881 -34.305 32.656
17 O 26.607 -28.285 35.272
18 O 28.180 -30.704 27.834
19 O 23.499 -33.358 34.069
20 O 28.254 -32.700 33.262
21 O 23.669 -35.596 33.959
22 O 24.893 -32.983 28.824
23 O 25.406 -33.622 26.332
24 O 26.781 -27.780 30.655
25 O 28.873 -29.308 25.878
26 O 25.037 -28.600 29.868
27 N 25.990 -28.744 30.610
28 N 27.654 -33.381 32.393
29 C 27.702 -27.576 35.473
30 C 24.824 -31.583 28.464
31 C 23.398 -35.691 27.695
32 C 23.939 -34.549 34.533
33 C 27.456 -26.245 36.198
34 C 30.038 -28.980 29.507
35 C 23.668 -32.595 31.788
36 C 26.654 -29.595 34.729
37 C 27.834 -32.892 30.999
38 C 27.754 -35.251 27.624
39 C 28.771 -28.192 25.028
40 C 25.244 -30.005 34.391
41 C 28.675 -31.829 27.094
42 C 24.740 -34.461 35.863
43 C 22.792 -33.258 32.857
44 H 23.058 -32.489 30.891
45 H 27.998 -28.549 24.347
46 H 29.415 -28.232 29.998
47 H 24.689 -29.807 35.308
48 H 27.823 -32.378 26.692
49 H 29.211 -32.438 27.821
50 H 21.878 -32.681 32.996
51 H 28.759 -34.896 27.853
52 H 27.203 -33.512 30.362
53 H 24.194 -31.495 27.579
54 H 24.186 -31.647 31.934
55 H 29.733 -29.962 29.867
56 H 29.684 -28.041 24.452
57 H 24.759 -29.417 33.612
58 H 24.358 -30.991 29.251
59 H 27.777 -35.013 26.560
60 H 22.765 -35.179 28.420
61 H 28.862 -32.976 30.648
62 H 25.819 -31.178 28.281
63 H 27.631 -36.294 27.914
64 H 27.300 -29.704 33.858
65 H 24.529 -33.251 31.669
66 H 23.198 -35.187 26.750
67 H 25.260 -31.057 34.109
68 H 31.052 -28.846 29.883
69 H 28.531 -27.260 25.539
70 H 22.486 -34.219 32.446
71 H 27.537 -31.844 30.958
72 H 26.995 -30.199 35.570
73 H 29.363 -31.590 26.284
74 H 23.001 -36.697 27.836

=====

# 2
Formula: C15H31Br6NO4S
Source: the Open Molecules 2025 dataset
Level of theory: ωB97M-V with the def2-TZVPD basis set

LUMO in eV: 0.5
HOMO in eV: -9.68
SMILES: CCOCC[C@H]1CCOS(=O)(=O)[C@@H]1CN.BrCCBr.BrCCBr.BrCCBr
DFT total energy in eV: -456821.784
Molecular weight in g/mol: 800.91
Gap between HOMO and LUMO in eV: 10.1

Geometry (Å):
1 Br 1.368 3.777 0.373
2 Br 0.607 6.729 -1.707
3 Br 3.676 -2.907 2.190
4 Br 4.250 0.468 0.809
5 Br 2.874 -3.936 5.265
6 Br -0.224 -2.572 3.793
7 S -0.961 -2.961 -2.425
8 O -0.432 -3.706 -0.975
9 O -2.303 -3.576 -2.981
10 O -2.179 3.091 -0.508
11 O 0.178 -3.190 -3.490
12 N -0.327 0.402 -4.068
13 C 0.718 -2.881 -0.479
14 C -0.035 6.259 0.074
15 C 1.061 5.629 0.902
16 C -1.502 -0.436 -3.613
17 C -4.456 2.015 0.066
18 C 0.102 -4.302 4.634
19 C -1.335 -1.129 -2.137
20 C 0.264 -1.406 0.074
21 C -3.505 2.746 -1.066
22 C -1.113 2.254 -1.145
23 C 4.344 -2.373 0.437
24 C 5.262 -1.178 0.542
25 C 1.021 -4.167 5.826
26 C -0.279 -0.382 -1.131
27 C -1.064 0.844 -0.307
28 H -1.678 -1.332 -4.382
29 H -0.016 -0.001 -5.002
30 H 0.774 -3.319 6.470
31 H -2.411 -1.100 -1.620
32 H -0.358 7.206 0.518
33 H 0.701 0.022 -1.666
34 H -5.603 2.194 -0.157
35 H -4.293 0.835 0.118
36 H -4.027 3.785 -1.322
37 H 0.491 -4.966 3.858
38 H 4.890 -3.246 0.064
39 H -0.686 1.379 -4.291
40 H 5.978 -1.251 1.366
41 H 1.015 -5.085 6.421
42 H -2.128 0.452 0.004
43 H -0.905 5.611 -0.062
44 H -0.462 0.971 0.715
45 H -1.294 2.101 -2.293
46 H 1.060 -0.889 0.779
47 H 1.597 -2.847 -1.251
48 H -2.535 0.153 -3.598
49 H 5.807 -1.028 -0.395
50 H -0.691 -1.591 0.765
51 H -0.102 2.883 -1.059
52 H 0.767 5.579 1.954
53 H 1.132 -3.486 0.462
54 H 2.020 6.148 0.820
55 H -0.886 -4.655 4.946
56 H -3.468 2.128 -2.059
57 H -4.169 2.437 1.143
58 H 3.472 -2.198 -0.198

=====

# 3
Formula: C15H31ClN2O2
Source: the Open Molecules 2025 dataset
Level of theory: ωB97M-V with the def2-TZVPD basis set

Charge: +1
LUMO (alpha / beta) in eV: -3.0 / -3.0
HOMO (alpha / beta) in eV: -10.40 / -11.78
DFT total energy in eV: -35646.374
Molecular weight in g/mol: 306.88
Gap between HOMO and LUMO (alpha / beta) in eV: 7.4 / 8.7
2S+1: 2

Geometry (Å):
1 Cl -0.511 -0.038 3.780
2 O -0.362 0.319 -0.934
3 O 2.896 -4.280 4.569
4 N -0.202 -2.690 3.590
5 N -0.055 1.494 -1.337
6 C 1.784 0.257 -2.395
7 C 0.061 1.414 -3.780
8 C 1.827 2.722 -2.488
9 C -1.202 2.484 -1.309
10 C -2.106 2.116 -0.134
11 C 1.245 -2.536 4.016
12 C 2.048 -3.740 3.592
13 C -1.094 -2.499 0.557
14 C -1.958 2.358 -2.636
15 C -1.044 2.460 -3.853
16 C -0.855 -1.510 2.880
17 C -0.383 -1.470 1.443
18 C -0.737 3.926 -1.095
19 C 0.902 1.496 -2.498
20 C 1.766 -5.066 4.173
21 H 1.217 -0.662 -2.509
22 H 2.018 -5.951 3.602
23 H -1.587 -3.293 1.135
24 H -2.913 2.844 -0.052
25 H -1.604 4.517 -0.800
26 H 2.722 2.509 -1.903
27 H -1.631 2.300 -4.758
28 H -1.538 2.124 0.799
29 H 0.701 -1.633 1.426
30 H -0.257 -3.485 2.947
31 H -1.867 -2.022 -0.044
32 H 2.142 2.952 -3.506
33 H 2.304 0.233 -1.436
34 H -0.397 -2.985 -0.124
35 H -0.617 3.463 -3.939
36 H -2.471 1.391 -2.658
37 H 1.602 -1.620 3.555
38 H 0.739 1.501 -4.632
39 H -2.729 3.132 -2.657
40 H -1.927 -1.690 2.955
41 H -2.546 1.130 -0.264
42 H 2.531 0.311 -3.189
43 H -0.391 0.418 -3.831
44 H -0.544 -0.464 1.068
45 H 1.013 -5.167 4.949
46 H 0.001 3.989 -0.294
47 H 2.453 -3.689 2.580
48 H -0.770 -2.935 4.401
49 H -0.328 4.388 -1.989
50 H 1.274 -2.439 5.099
51 H 1.382 3.615 -2.071

=====

# 4
Formula: C15H31ClO4P2Tc
Source: the Open Molecules 2025 dataset
Level of theory: ωB97M-V with the def2-TZVPD basis set

Charge: +2
LUMO (alpha / beta) in eV: -6.8 / -10.7
HOMO (alpha / beta) in eV: -13.24 / -13.56
DFT total energy in eV: -57517.824
Molecular weight in g/mol: 470.81
Gap between HOMO and LUMO (alpha / beta) in eV: 6.4 / 2.9
2S+1: 4

Geometry (Å):
1 Tc -0.830 -0.415 2.096
2 Cl 0.148 1.306 5.578
3 P 0.453 -1.811 0.903
4 P 0.167 2.106 1.753
5 O 0.120 0.146 6.506
6 O -1.060 1.810 4.846
7 O 0.319 0.888 2.865
8 O -2.559 -0.328 1.917
9 C 0.963 1.201 0.376
10 C 0.604 -1.710 -2.439
11 C -0.739 -1.547 -2.371
12 C -1.477 -0.795 -3.388
13 C 0.399 1.312 -2.371
14 C -1.921 0.650 -2.923
15 C 0.949 0.617 -3.554
16 C 0.390 -0.135 -0.102
17 C -0.262 -1.938 3.423
18 C -1.584 2.647 1.250
19 C 1.466 -0.839 -3.335
20 C 2.166 -2.345 0.738
21 C -0.938 1.326 -2.036
22 C -0.885 -3.048 0.437
23 C 1.213 3.473 2.290
24 H -0.786 -3.377 -0.610
25 H 2.295 -3.198 1.432
26 H -1.956 3.475 1.880
27 H 1.174 1.967 -1.938
28 H -0.843 -1.777 4.351
29 H -2.310 1.827 1.379
30 H 0.262 0.659 -4.399
31 H 0.829 3.904 3.225
32 H 1.829 1.181 -3.863
33 H 2.032 1.124 0.622
34 H -1.888 -2.619 0.652
35 H 0.856 1.996 -0.357
36 H 2.204 3.046 2.496
37 H 1.338 4.277 1.543
38 H -2.027 1.281 -3.824
39 H -1.386 1.872 -1.200
40 H 1.039 -0.322 -0.967
41 H -2.904 0.601 -2.424
42 H 0.798 -1.913 3.753
43 H -0.922 -0.659 -4.326
44 H -1.306 -1.974 -1.567
45 H -0.585 -0.008 -0.618
46 H -0.466 -2.993 3.155
47 H 1.183 -2.511 -1.949
48 H 2.371 -2.666 -0.302
49 H 2.825 -1.493 1.016
50 H 1.543 -1.286 -4.345
51 H 2.498 -0.802 -2.923
52 H -1.706 3.010 0.208
53 H -0.695 -3.900 1.106
54 H -2.399 -1.295 -3.667